(1)
{"formula": "C5H8N3", "method": "the ωB97M-V functional and the def2-TZVPD basis", "homo_ev": -13.0, "relative_energy_kcal_mol": 164.8, "mol_weight_g_mol": 110.1, "max_force_ha_per_bohr": 0.071, "energy_ha": -359.092109, "charge": 1, "species": ["C", "C", "C", "C", "C", "N", "N", "N", "H", "H", "H", "H", "H", "H", "H", "H"], "xyz": [[-0.280, 2.316, -1.158], [-0.471, 1.054, -1.099], [-0.307, 1.362, 1.781], [1.031, -0.955, -1.017], [-0.391, -0.317, -0.940], [-0.127, 3.022, 0.025], [-0.259, 2.324, 1.104], [-0.782, 0.666, 2.765], [-0.185, 3.042, -2.078], [1.755, -0.236, -1.654], [1.047, -1.953, -1.395], [1.405, -0.920, -0.039], [-0.884, -0.580, 0.070], [-0.847, -0.580, -1.885], [-0.178, 0.105, 3.355], [-1.612, 1.057, 3.182]], "atomic_forces_ev_per_a": [[0.2, 3.1, -1.6], [0.1, 0.0, -0.3], [0.5, 0.9, 0.5], [1.0, 3.1, -1.6], [1.6, -1.0, 1.2], [0.3, 0.7, 0.4], [0.3, -0.7, -0.9], [-0.3, -0.4, 0.5], [-0.4, -2.0, 1.6], [-1.7, -1.9, 1.2], [-0.2, -0.6, -0.3], [0.8, -0.3, 1.4], [-0.2, -0.1, -1.8], [-1.5, -0.8, -0.3], [-0.1, 0.1, -0.2], [-0.3, -0.3, 0.3]]}

(2)
{"formula": "C43H70CsGeN3O6PS4Si", "method": "the ωB97M-V functional and the def2-TZVPD basis", "s_squared": 0.77, "homo_ev": [-2.1, -2.6], "relative_energy_kcal_mol": 15.2, "mol_weight_g_mol": 1117.9, "max_force_ha_per_bohr": 0.051, "energy_ha": -6617.224664, "charge": -2, "multiplicity": 2, "species": ["Cs", "C", "C", "C", "C", "O", "Ge", "O", "C", "C", "C", "C", "O", "C", "C", "C", "C", "H", "H", "H", "H", "H", "H", "H", "H", "H", "H", "H", "H", "H", "H", "H", "H", "H", "H", "H", "H", "H", "H", "H", "H", "H", "H", "H", "O", "C", "S", "C", "C", "S", "S", "S", "O", "P", "N", "C", "C", "C", "C", "N", "C", "C", "C", "C", "N", "C", "C", "C", "C", "H", "H", "H", "H", "H", "H", "H", "H", "H", "H", "H", "H", "H", "H", "H", "H", "H", "H", "H", "H", "H", "H", "H", "H", "C", "C", "C", "C", "Si", "O", "C", "C", "C", "C", "C", "C", "C", "C", "C", "C", "C", "C", "H", "H", "H", "H", "H", "H", "H", "H", "H", "H", "H", "H", "H", "H", "H", "H", "H", "H", "H"], "xyz": [[-0.694, 0.187, 0.093], [0.882, -0.313, 4.191], [0.939, 1.082, 3.574], [0.914, 2.132, 4.691], [2.224, 1.226, 2.755], [-0.191, 1.194, 2.731], [-0.908, 2.827, 2.087], [0.248, 2.841, 0.614], [0.410, 3.847, -0.372], [1.862, 3.765, -0.836], [0.134, 5.242, 0.194], [-0.528, 3.573, -1.555], [-2.308, 1.937, 1.112], [-3.571, 1.558, 1.623], [-3.440, 0.333, 2.546], [-4.444, 1.181, 0.420], [-4.228, 2.708, 2.392], [1.744, -0.491, 4.842], [-0.036, -0.425, 4.776], [0.884, -1.066, 3.399], [1.711, 1.937, 5.416], [1.053, 3.139, 4.289], [-0.051, 2.107, 5.207], [3.107, 1.173, 3.401], [2.297, 0.434, 2.003], [2.224, 2.181, 2.224], [2.536, 4.054, -0.024], [2.098, 2.736, -1.121], [2.038, 4.419, -1.697], [0.744, 5.418, 1.086], [0.372, 6.005, -0.554], [-0.917, 5.351, 0.477], [-0.298, 2.606, -2.018], [-1.564, 3.551, -1.200], [-0.423, 4.353, -2.318], [-3.065, -0.526, 1.979], [-2.728, 0.552, 3.347], [-4.413, 0.076, 2.978], [-3.997, 0.336, -0.118], [-5.451, 0.903, 0.751], [-4.513, 2.030, -0.266], [-3.668, 2.943, 3.300], [-4.244, 3.606, 1.767], [-5.255, 2.451, 2.672], [5.597, -4.942, -2.790], [4.868, -4.147, -2.237], [3.494, -4.612, -1.232], [2.966, -3.006, -0.730], [3.733, -1.926, -1.243], [3.499, -0.301, -0.981], [5.090, -2.402, -2.278], [1.616, -2.927, 0.254], [-2.418, -1.977, -0.114], [-2.816, -3.339, -0.541], [-2.027, -4.548, 0.287], [-1.628, -4.257, 1.689], [-0.613, -5.360, 2.044], [-0.745, -6.385, 0.912], [-1.066, -5.508, -0.289], [-2.615, -3.750, -2.119], [-1.356, -3.328, -2.804], [-1.526, -3.896, -4.227], [-3.032, -4.226, -4.353], [-3.670, -3.582, -3.124], [-4.440, -3.546, -0.248], [-5.024, -4.890, -0.217], [-5.832, -4.915, 1.078], [-6.313, -3.467, 1.192], [-5.100, -2.657, 0.735], [-2.509, -4.286, 2.337], [-1.184, -3.264, 1.777], [-0.799, -5.788, 3.030], [0.394, -4.941, 2.034], [-1.581, -7.065, 1.104], [0.162, -6.973, 0.765], [-1.516, -6.042, -1.125], [-0.150, -5.017, -0.622], [-0.477, -3.709, -2.288], [-1.271, -2.235, -2.823], [-0.913, -4.784, -4.379], [-1.212, -3.158, -4.963], [-3.189, -5.306, -4.305], [-3.469, -3.860, -5.284], [-4.598, -4.059, -2.814], [-3.870, -2.522, -3.310], [-4.240, -5.648, -0.242], [-5.682, -5.054, -1.080], [-5.181, -5.164, 1.921], [-6.647, -5.640, 1.045], [-6.623, -3.193, 2.201], [-7.159, -3.303, 0.520], [-4.441, -2.436, 1.579], [-5.370, -1.702, 0.287], [-2.430, 1.967, -4.781], [-1.883, 0.712, -5.478], [-1.907, 0.956, -6.989], [-2.792, -0.475, -5.132], [-0.199, 0.371, -4.628], [-0.353, 0.305, -3.064], [1.014, 1.736, -5.186], [1.382, 2.005, -6.510], [2.312, 2.990, -6.823], [2.913, 3.727, -5.807], [2.581, 3.466, -4.483], [1.643, 2.482, -4.182], [0.631, -1.226, -5.278], [0.552, -1.818, -6.543], [1.249, -2.988, -6.846], [2.050, -3.591, -5.884], [2.152, -3.020, -4.619], [1.449, -1.858, -4.324], [-3.448, 2.187, -5.139], [-1.805, 2.844, -4.983], [-2.461, 1.829, -3.697], [-2.942, 1.127, -7.320], [-1.521, 0.113, -7.566], [-1.328, 1.843, -7.261], [-3.824, -0.288, -5.468], [-2.804, -0.637, -4.050], [-2.447, -1.402, -5.608], [0.952, 1.420, -7.318], [2.580, 3.174, -7.858], [3.645, 4.489, -6.047], [3.059, 4.018, -3.681], [1.395, 2.265, -3.150], [-0.069, -1.377, -7.315], [1.162, -3.429, -7.834], [2.593, -4.501, -6.116], [2.771, -3.484, -3.858], [1.506, -1.430, -3.324]], "atomic_forces_ev_per_a": [[1.4, -1.4, -1.7], [0.0, -0.1, 0.0], [0.0, 0.1, -0.2], [0.0, 0.0, 0.0], [0.0, 0.0, -0.1], [-0.1, 0.2, 0.2], [-0.2, 0.4, 0.3], [0.0, 0.3, 0.1], [-0.2, -0.1, 0.1], [0.1, 0.0, 0.0], [0.0, 0.1, 0.0], [0.0, -0.1, 0.1], [-0.7, 0.8, 0.7], [0.1, 0.0, 0.0], [0.1, 0.1, -0.1], [0.1, 0.0, 0.0], [0.0, 0.1, 0.0], [0.0, 0.0, 0.0], [0.0, 0.0, 0.0], [0.0, 0.0, 0.0], [0.0, 0.0, 0.0], [0.0, -0.1, 0.0], [0.1, 0.0, 0.0], [0.0, 0.0, 0.0], [0.0, 0.0, 0.0], [0.0, 0.0, 0.0], [0.0, 0.0, 0.0], [0.0, 0.1, 0.0], [0.0, 0.0, 0.1], [0.0, 0.0, -0.1], [0.0, 0.0, 0.0], [0.1, 0.0, 0.0], [-0.2, 0.1, 0.1], [0.1, 0.0, 0.0], [0.0, -0.1, 0.0], [-0.1, 0.1, 0.1], [-0.1, 0.0, 0.0], [0.0, 0.0, 0.0], [-0.1, 0.1, 0.1], [0.0, 0.0, -0.1], [0.0, 0.0, 0.0], [0.0, 0.0, 0.0], [0.0, 0.0, 0.0], [0.0, 0.0, 0.0], [-0.2, 0.1, 0.0], [0.3, -0.1, 0.2], [0.0, 0.0, -0.1], [0.1, 0.3, -0.2], [-0.2, -0.2, 0.2], [0.0, 0.0, 0.0], [0.0, -0.1, 0.0], [0.0, 0.0, 0.1], [-0.5, -0.4, 0.0], [0.2, 0.1, 0.2], [0.5, 0.1, 0.1], [0.0, -0.2, -0.2], [0.0, 0.0, 0.0], [0.0, 0.0, 0.0], [-0.2, 0.1, 0.1], [0.2, 0.0, -0.3], [-0.2, -0.1, 0.0], [-0.1, 0.1, 0.0], [0.0, 0.0, 0.0], [0.2, 0.0, 0.0], [-0.2, -0.1, 0.1], [0.0, 0.1, 0.1], [-0.1, 0.0, 0.0], [0.0, 0.0, 0.0], [0.0, -0.2, -0.1], [0.0, 0.0, 0.0], [0.0, 0.0, 0.0], [0.0, 0.0, 0.0], [0.0, 0.0, 0.0], [0.0, 0.0, 0.0], [0.0, 0.0, 0.0], [0.0, 0.0, 0.0], [0.0, 0.1, 0.0], [0.0, 0.0, 0.0], [0.0, 0.0, 0.0], [0.0, 0.0, 0.0], [0.1, 0.0, 0.0], [0.0, 0.0, 0.0], [0.0, 0.0, 0.0], [0.0, 0.0, 0.0], [0.0, 0.0, 0.0], [0.0, 0.0, 0.0], [0.0, 0.0, 0.0], [0.0, 0.0, 0.0], [0.0, 0.0, 0.0], [0.0, 0.0, 0.0], [0.0, 0.0, 0.0], [0.0, 0.0, 0.0], [0.0, 0.0, 0.0], [-0.1, 0.0, 0.0], [-0.1, 0.0, 0.0], [0.0, 0.0, 0.1], [0.0, 0.0, -0.1], [0.2, 0.0, 0.3], [-0.1, 0.1, 0.0], [0.1, 0.1, 0.0], [0.0, 0.0, 0.1], [0.0, 0.0, 0.1], [-0.1, -0.1, 0.0], [-0.1, -0.1, -0.1], [0.0, 0.0, -0.1], [0.1, -0.1, 0.0], [0.1, 0.0, 0.1], [0.0, 0.1, 0.1], [-0.1, 0.1, 0.0], [-0.1, 0.0, -0.1], [-0.1, 0.0, 0.0], [0.0, 0.0, 0.0], [0.0, -0.1, 0.0], [0.0, 0.0, -0.1], [0.0, 0.0, 0.0], [0.0, 0.0, 0.0], [0.0, 0.0, 0.0], [0.0, 0.0, 0.0], [0.0, 0.0, -0.1], [0.0, 0.1, 0.0], [0.0, 0.0, 0.0], [0.0, 0.0, 0.0], [0.0, 0.0, 0.0], [0.0, 0.0, 0.0], [0.0, 0.0, -0.1], [0.0, 0.0, 0.0], [0.0, 0.0, 0.0], [0.0, 0.0, 0.0], [-0.1, 0.0, -0.1], [0.0, 0.0, -0.1]]}

(3)
{"formula": "C26H65MnO13", "method": "the ωB97M-V functional and the def2-TZVPD basis", "s_squared": 8.76, "homo_ev": [-11.1, -11.1], "relative_energy_kcal_mol": 20.2, "mol_weight_g_mol": 640.7, "max_force_ha_per_bohr": 0.038, "energy_ha": -3158.278981, "charge": 1, "multiplicity": 6, "species": ["Mn", "C", "C", "O", "H", "H", "H", "H", "H", "C", "O", "C", "C", "O", "C", "H", "H", "H", "H", "H", "H", "H", "H", "H", "H", "C", "O", "C", "C", "O", "C", "H", "H", "H", "H", "H", "H", "H", "H", "H", "H", "C", "O", "C", "C", "O", "C", "H", "H", "H", "H", "H", "H", "H", "H", "H", "H", "C", "O", "C", "C", "O", "C", "H", "H", "H", "H", "H", "H", "H", "H", "H", "H", "C", "O", "C", "C", "O", "C", "H", "H", "H", "H", "H", "H", "H", "H", "H", "H", "C", "O", "C", "C", "O", "C", "H", "H", "H", "H", "H", "H", "H", "H", "H", "H"], "xyz": [[3.655, 0.277, -1.492], [-0.173, -0.723, -0.298], [0.564, 0.489, -0.864], [1.719, 0.143, -1.558], [-0.792, -1.270, -1.006], [-0.812, -0.350, 0.506], [0.582, -1.424, 0.073], [0.775, 1.232, -0.079], [-0.142, 0.966, -1.567], [2.436, 5.750, -0.881], [2.573, 4.399, -1.312], [2.759, 4.263, -2.699], [2.719, 2.823, -3.089], [3.851, 2.043, -2.668], [5.136, 2.615, -2.896], [1.858, 6.358, -1.577], [3.444, 6.175, -0.801], [1.992, 5.697, 0.108], [3.647, 4.816, -3.035], [1.923, 4.761, -3.216], [2.645, 2.798, -4.185], [1.832, 2.291, -2.752], [5.246, 2.854, -3.958], [5.888, 1.870, -2.645], [5.286, 3.542, -2.345], [-2.516, -1.402, -6.876], [-2.867, -1.857, -5.601], [-1.804, -2.423, -4.883], [-2.080, -2.410, -3.412], [-3.045, -3.341, -3.024], [-3.141, -3.417, -1.628], [-3.331, -0.826, -7.309], [-2.234, -2.222, -7.546], [-1.665, -0.707, -6.797], [-0.882, -1.828, -5.042], [-1.472, -3.381, -5.308], [-2.398, -1.418, -3.053], [-1.103, -2.542, -2.913], [-2.264, -3.913, -1.187], [-4.003, -4.020, -1.343], [-3.264, -2.425, -1.173], [-3.293, 1.508, -0.279], [-3.741, 0.746, -1.362], [-4.042, 1.547, -2.502], [-4.682, 0.628, -3.533], [-5.699, 1.368, -4.176], [-6.382, 0.607, -5.133], [-2.309, 1.960, -0.450], [-3.356, 0.912, 0.632], [-3.992, 2.325, -0.030], [-3.119, 1.999, -2.875], [-4.823, 2.259, -2.218], [-5.097, -0.280, -3.083], [-3.919, 0.311, -4.257], [-7.225, 1.193, -5.520], [-6.912, -0.253, -4.707], [-5.767, 0.377, -6.007], [2.036, -1.599, 4.647], [1.988, -0.339, 4.015], [0.827, 0.375, 4.416], [0.580, 1.524, 3.476], [1.716, 2.343, 3.324], [1.497, 3.421, 2.455], [3.003, -2.051, 4.429], [1.293, -2.239, 4.149], [1.832, -1.639, 5.719], [0.854, 0.657, 5.471], [-0.028, -0.294, 4.240], [-0.256, 2.148, 3.819], [0.252, 1.084, 2.518], [1.404, 3.069, 1.416], [2.357, 4.088, 2.512], [0.601, 3.992, 2.719], [4.659, 2.478, 0.613], [4.221, 1.155, 0.372], [3.495, 0.564, 1.470], [3.665, -0.940, 1.397], [3.704, -1.358, 0.028], [3.472, -2.755, -0.094], [5.433, 2.748, -0.103], [5.055, 2.703, 1.607], [3.841, 3.194, 0.472], [2.452, 0.877, 1.443], [3.920, 0.939, 2.399], [2.852, -1.414, 1.944], [4.628, -1.192, 1.850], [4.273, -3.350, 0.345], [3.379, -2.977, -1.156], [2.510, -3.033, 0.343], [-3.236, -3.704, 6.897], [-2.122, -2.840, 7.058], [-0.935, -3.362, 6.524], [-0.990, -3.662, 5.043], [-1.448, -2.499, 4.378], [-1.504, -2.652, 2.991], [-2.948, -4.754, 6.979], [-3.748, -3.514, 5.950], [-3.910, -3.413, 7.702], [-0.603, -4.237, 7.101], [-0.149, -2.619, 6.690], [-1.647, -4.521, 4.869], [0.026, -3.858, 4.682], [-2.436, -3.091, 2.621], [-0.669, -3.247, 2.587], [-1.379, -1.680, 2.505]], "atomic_forces_ev_per_a": [[-1.9, -0.1, 0.5], [0.5, 0.3, 0.4], [-0.5, -0.2, -0.9], [1.2, 0.1, -0.3], [0.1, 0.2, -0.2], [-0.1, -0.4, 0.1], [-0.2, 0.0, 0.3], [0.0, -0.1, 0.1], [0.1, 0.2, 0.1], [0.9, -0.4, 0.0], [-0.2, -0.2, 0.1], [-0.6, 0.8, 0.4], [-0.2, -0.1, -1.1], [0.3, -0.3, 0.5], [0.1, 0.3, -0.8], [-0.2, -0.1, 0.1], [-0.1, 0.3, 0.1], [-0.2, 0.3, 0.0], [0.2, -0.3, 0.0], [0.0, -0.2, -0.1], [0.4, -0.1, 0.0], [0.1, 0.1, 0.5], [0.0, -0.1, 0.0], [0.0, 0.0, 0.2], [0.0, -0.1, 0.3], [0.6, 0.3, -0.1], [-0.6, 0.0, 0.2], [0.9, 0.6, -0.7], [0.4, 0.4, 0.4], [0.0, -0.4, -0.1], [-0.1, -0.1, 0.5], [-0.2, -0.2, 0.1], [-0.1, 0.0, 0.0], [0.1, -0.1, -0.1], [-0.3, 0.3, 0.2], [-0.6, -0.4, 0.4], [-0.1, 0.1, -0.4], [-0.1, -0.5, 0.1], [0.1, 0.2, -0.1], [-0.1, 0.0, -0.3], [0.1, 0.0, -0.1], [-0.8, 0.6, 0.6], [0.2, -0.1, 0.0], [-0.6, -1.0, 0.5], [0.4, 0.2, -0.5], [0.0, 0.0, 0.1], [-1.2, 0.4, -0.5], [0.1, -0.2, 0.1], [0.6, -0.4, -0.2], [0.1, 0.1, -0.4], [-0.2, 0.4, 0.0], [0.3, 0.4, -0.1], [0.1, 0.1, 0.3], [-0.2, -0.1, -0.1], [0.3, 0.4, 0.1], [0.7, -0.3, 0.0], [0.2, -0.4, 0.2], [-0.2, -0.9, -1.1], [0.2, 0.5, 0.7], [-0.5, -0.4, -0.5], [-0.2, 0.2, -0.3], [0.2, -0.1, 0.3], [0.0, 0.1, -0.3], [0.1, 0.2, 0.2], [-0.1, -0.1, 0.3], [0.1, 0.5, 0.1], [0.2, 0.1, 0.0], [-0.1, 0.1, 0.5], [-0.1, -0.2, 0.2], [0.3, 0.2, -0.1], [-0.1, 0.1, 0.0], [0.0, 0.0, 0.1], [0.0, -0.1, 0.0], [-0.2, 1.6, -0.3], [0.5, -0.3, 0.4], [-0.1, 0.1, 0.1], [0.7, 0.5, 0.0], [0.0, 0.0, 0.2], [-0.4, -0.3, -0.7], [0.0, -0.3, -0.1], [0.0, -0.8, 0.1], [-0.1, -0.2, -0.1], [0.0, 0.0, -0.2], [-0.1, -0.1, 0.1], [0.0, -0.1, -0.1], [-0.1, -0.2, 0.0], [0.1, 0.1, 0.1], [0.2, 0.0, 0.0], [0.1, 0.1, 0.2], [-0.1, 0.7, 0.3], [0.2, -0.2, -0.2], [0.5, 0.3, 0.3], [-0.1, 0.2, 0.2], [-0.1, 0.0, 0.1], [0.4, 0.1, -1.0], [-0.1, -0.1, 0.1], [0.1, -0.2, -0.1], [-0.2, -0.3, 0.0], [-0.2, -0.2, -0.3], [-0.2, 0.2, 0.0], [0.1, 0.0, -0.3], [-0.1, -0.5, 0.1], [0.0, -0.1, 0.2], [-0.1, -0.2, 0.3], [-0.2, 0.1, 0.3]]}

Q: Among the records above, which one has the lowest charge?
A: C43H70CsGeN3O6PS4Si

Q: Which of these has the lowest charge?
A: C43H70CsGeN3O6PS4Si